No. 1
{"formula": "C5H10O2S", "method": "ωB97M-V/def2-TZVPD", "e_homo_ev": -9.3, "relative_energy_kj_mol": 258.8, "charge": 0, "orbital_gap_ha": 0.363, "e_tot_ev": -20275.0097, "species": ["C", "O", "C", "S", "C", "C", "C", "O", "H", "H", "H", "H", "H", "H", "H", "H", "H", "H"], "positions_angstrom": [[-2.3650, 0.8922, -0.2971], [-2.3893, -0.4834, 0.2567], [-1.1343, -0.8942, 0.6782], [-0.1742, -1.3834, -0.7475], [1.3950, -0.4585, -0.6307], [2.3230, -0.7648, 0.5552], [0.9230, 1.0062, -0.6931], [1.1003, 1.9145, 0.1742], [-3.3748, 1.2483, -0.2704], [-2.0458, 0.9069, -1.4174], [-1.7709, 1.5879, 0.3033], [-0.5973, -0.1775, 1.3189], [-1.3274, -1.6883, 1.2954], [1.7129, -0.7421, -1.6200], [2.8516, -1.7118, 0.5028], [3.0795, 0.1531, 0.5509], [1.7730, -0.7269, 1.5857], [0.0209, 1.3218, -1.5449]], "atomic_forces_ev_per_a": [[0.17, -1.24, -1.33], [-0.28, 2.63, -0.54], [0.28, 1.64, -0.55], [0.45, -0.66, -0.09], [-1.12, 0.74, 0.72], [0.35, 2.59, 1.11], [-2.16, 4.09, 1.29], [-0.04, -3.82, -2.93], [-0.65, -0.03, 0.05], [-0.31, -0.19, 2.03], [0.25, -0.38, -0.07], [-0.02, 0.27, -0.44], [-0.27, -2.37, 1.32], [1.00, 0.10, -0.31], [-0.05, 0.03, -0.28], [-1.29, -2.11, 0.30], [0.85, 0.05, -2.02], [2.85, -1.32, 1.73]], "mulliken_charge": [-0.6436, -0.3835, -0.4982, -0.1156, 0.2245, -1.0121, -0.0627, -0.5156, 0.2984, 0.2037, 0.3231, 0.3277, 0.4241, 0.2959, 0.3557, 0.2652, 0.2310, 0.2819]}

No. 2
{"formula": "C5H5NO", "method": "ωB97M-V/def2-TZVPD", "e_homo_ev": [-9.0, -9.0], "relative_energy_kj_mol": 514.8, "charge": 0, "orbital_gap_ha": [0.303, 0.303], "e_tot_ev": -8798.0839, "species": ["O", "C", "C", "C", "C", "C", "N", "H", "H", "H", "H", "H"], "positions_angstrom": [[-1.1718, -2.5816, -1.1199], [-0.7037, -0.6877, 0.6594], [-0.2884, 0.7479, 0.7487], [1.1716, 0.8570, 0.3712], [0.1444, 0.6885, -0.7023], [-0.3498, -0.7263, -0.6502], [-0.4345, -1.7333, -1.5669], [-0.9322, -1.4269, 1.4155], [-0.8213, 1.5511, 1.2358], [1.8389, 0.0336, 0.6041], [1.5969, 1.8482, 0.4714], [-0.0500, 1.4295, -1.4668]], "atomic_forces_ev_per_a": [[-0.46, -1.39, -0.61], [0.42, 0.06, -0.53], [0.22, 0.42, 0.36], [0.38, 0.16, 0.30], [-0.25, 0.19, -0.29], [-0.43, 1.28, 1.40], [0.17, -0.74, -0.49], [-0.15, 0.04, -0.16], [0.04, -0.03, -0.04], [-0.04, 0.08, -0.03], [0.09, 0.02, -0.01], [0.02, -0.10, 0.10]], "mulliken_charge": [-0.2890, -0.3745, -0.1843, -0.5529, -0.2498, 0.3365, -0.3080, 0.4197, 0.3609, 0.2288, 0.2508, 0.3618]}

No. 3
{"formula": "C5H10O2", "method": "ωB97M-V/def2-TZVPD", "e_homo_ev": -10.0, "relative_energy_kj_mol": 255.2, "charge": 0, "orbital_gap_ha": 0.402, "e_tot_ev": -9440.3979, "species": ["C", "C", "C", "C", "C", "O", "H", "H", "H", "H", "H", "H", "H", "H", "O", "H", "H"], "positions_angstrom": [[2.0859, 0.4032, 0.9719], [0.7989, 0.1623, 0.2532], [0.0492, 1.0974, -0.7009], [-0.6255, -0.1529, -1.3425], [0.1922, -1.0157, -0.3801], [-0.1887, -0.6153, 0.9437], [2.8553, 0.7708, 0.2858], [1.9392, 1.1562, 1.7545], [2.4378, -0.5178, 1.4451], [0.7298, 1.5987, -1.3958], [-0.6048, 1.8349, -0.2272], [-0.3700, -0.2910, -2.3959], [-1.7049, -0.2326, -1.1921], [0.5574, -2.0327, -0.4923], [-3.0056, -0.4437, 0.7894], [-2.0752, -0.3286, 1.0490], [-3.0710, -1.3932, 0.6342]], "atomic_forces_ev_per_a": [[0.00, -0.01, 0.00], [0.28, 0.16, 0.04], [0.00, 0.17, 0.02], [-0.08, -0.04, -0.09], [0.08, -0.29, -0.21], [-0.09, 0.07, 0.13], [-0.12, -0.06, 0.07], [0.02, -0.09, -0.10], [-0.05, 0.12, -0.08], [-0.10, -0.06, 0.11], [0.08, -0.10, -0.05], [0.00, 0.01, 0.16], [0.19, 0.00, -0.13], [-0.05, 0.16, 0.03], [0.03, -0.15, 0.08], [-0.10, -0.01, -0.03], [-0.11, 0.12, 0.06]], "mulliken_charge": [-1.2362, 0.6661, -0.5805, -0.6201, -0.1861, -0.6021, 0.3176, 0.2915, 0.3237, 0.2933, 0.2666, 0.2991, 0.3242, 0.4238, -0.6714, 0.3865, 0.3039]}

No. 4
{"formula": "CH6NS", "method": "ωB97M-V/def2-TZVPD", "e_homo_ev": -2.2, "relative_energy_kj_mol": 31.1, "charge": -1, "orbital_gap_ha": 0.248, "e_tot_ev": -13460.1852, "species": ["N", "H", "H", "H", "C", "S", "H", "H", "H"], "positions_angstrom": [[2.3407, -0.2283, 0.3878], [2.5901, 0.0862, -0.5665], [2.1127, -1.2098, 0.2270], [1.4792, 0.2491, 0.6079], [-0.7947, 0.0452, -1.2585], [-0.9677, 0.1260, 0.5834], [-0.4705, 1.1426, -1.4824], [-1.7616, -0.2315, -1.6444], [-0.0823, -0.7263, -1.6395]], "atomic_forces_ev_per_a": [[1.35, -0.24, -1.26], [-0.11, 0.00, 0.74], [-0.29, 0.27, 0.35], [-0.79, -0.10, 0.17], [0.94, 1.47, 0.73], [-0.02, -0.36, 0.02], [-0.59, -2.15, -0.56], [-0.37, 0.35, -0.54], [-0.13, 0.75, 0.35]], "mulliken_charge": [-0.7391, 0.2006, 0.2493, 0.2140, -0.6744, -0.7620, 0.1202, 0.2254, 0.1661]}